1.
Entry from the OMol25 dataset: a structure of composition C48H49N7O5P2ReSSe2 in a non-equilibrium geometry (ωB97M-V/def2-TZVPD).

Output
- ΔE to the lowest compared entry with this formula, charge and spin (kcal per mole) = 5.2
- highest occupied orbital energy (alpha / beta) (eV) = -7.37 / -7.60
- molecular weight (g/mol) = 1242.1

Structure (ORCA input):
```
! wB97M-V def2-TZVPD RIJCOSX def2/J DEFGRID3
* xyz 0 2
Re -1.575 -1.431 -0.440
O -3.660 -5.434 -4.471
C -2.951 -4.527 -5.119
O -2.758 -4.573 -6.309
C -2.347 -3.428 -4.311
C -1.551 -2.444 -4.860
N -1.167 -1.637 -3.861
N -1.671 -2.029 -2.686
C -2.395 -3.107 -2.943
C -3.029 -3.767 -1.768
O -3.711 -4.780 -1.927
O -2.779 -3.191 -0.661
H -3.633 -5.289 -3.483
H -1.242 -2.298 -5.881
H -0.527 -0.857 -3.878
Se 3.759 1.060 3.391
P 2.240 2.283 2.579
C 1.274 3.141 3.860
C 1.461 2.822 5.196
C 0.763 3.513 6.179
C -0.115 4.523 5.826
C -0.300 4.848 4.486
C 0.392 4.162 3.505
C 2.855 3.652 1.567
C 2.176 4.064 0.427
C 2.606 5.197 -0.255
C 3.699 5.914 0.204
C 4.380 5.496 1.342
C 3.964 4.364 2.022
C 0.972 1.410 1.610
C 0.934 0.464 0.587
N -0.375 0.132 0.426
N -1.092 0.851 1.308
N -0.306 1.609 2.006
P 2.215 -0.289 -0.415
Se 1.364 -1.312 -2.069
C 3.366 0.984 -0.968
C 3.027 1.717 -2.105
C 3.879 2.702 -2.571
C 5.075 2.955 -1.910
C 5.411 2.231 -0.778
C 4.558 1.246 -0.300
C 3.110 -1.425 0.666
C 2.570 -1.812 1.888
C 3.262 -2.700 2.698
C 4.486 -3.208 2.289
C 5.016 -2.841 1.057
C 4.327 -1.955 0.244
H 2.157 2.036 5.460
H 0.913 3.261 7.221
H -0.657 5.063 6.592
H -0.988 5.636 4.207
H 0.240 4.413 2.463
H 1.315 3.519 0.063
H 2.075 5.509 -1.145
H 4.028 6.799 -0.327
H 5.236 6.054 1.699
H 4.493 4.023 2.904
H 2.098 1.511 -2.621
H 3.608 3.275 -3.448
H 5.742 3.725 -2.277
H 6.335 2.436 -0.252
H 4.814 0.706 0.599
H 1.637 -1.384 2.231
H 2.861 -2.966 3.668
H 5.034 -3.884 2.933
H 5.969 -3.239 0.734
H 4.740 -1.671 -0.716
C -3.416 -1.738 2.603
C -4.505 -1.018 1.865
C -5.762 -0.847 2.430
C -6.773 -0.196 1.741
C -6.543 0.306 0.468
C -5.299 0.168 -0.127
C -5.018 0.718 -1.496
C -4.289 -0.497 0.582
N -3.049 -0.633 -0.013
H -3.759 -2.032 3.594
H -2.536 -1.099 2.705
H -3.111 -2.634 2.058
H -5.950 -1.239 3.422
H -7.748 -0.079 2.197
H -7.335 0.812 -0.071
H -5.904 1.196 -1.912
H -4.692 -0.067 -2.182
H -4.215 1.457 -1.441
O -0.353 3.209 -1.372
S -1.717 2.634 -1.609
C -2.602 3.843 -2.653
C -3.091 3.120 -3.899
C -1.941 2.196 -4.285
C -1.559 1.464 -3.004
H -1.827 4.576 -2.889
H -3.384 4.320 -2.064
H -3.352 3.821 -4.693
H -3.984 2.530 -3.675
H -1.096 2.792 -4.638
H -2.213 1.502 -5.083
H -0.527 1.112 -2.949
H -2.229 0.632 -2.785
C 0.712 -5.691 2.007
C 0.758 -5.304 0.526
C -0.138 -6.235 -0.310
C 2.195 -5.298 -0.013
C 0.201 -3.955 0.354
N -0.274 -2.942 0.106
H 1.104 -6.704 2.113
H -0.310 -5.675 2.386
H 1.324 -5.019 2.606
H 0.253 -7.250 -0.225
H -0.132 -5.948 -1.362
H -1.168 -6.221 0.044
H 2.554 -6.328 -0.048
H 2.854 -4.715 0.630
H 2.236 -4.878 -1.018
*
```

2.
Entry from the OMol25 dataset: a structure of composition C4H5N3 in a non-equilibrium geometry (ωB97M-V/def2-TZVPD).

Output
- ΔE to the lowest compared entry with this formula, charge and spin (kcal per mole) = 85.3
- highest occupied orbital energy (eV) = -8.16
- molecular weight (g/mol) = 95.1

Structure (ORCA input):
```
! wB97M-V def2-TZVPD RIJCOSX def2/J DEFGRID3
* xyz 0 1
N -0.316 -1.163 0.962
C 0.063 0.100 1.124
C 0.483 0.668 -0.739
C -0.775 -1.236 -0.351
C -0.176 -0.405 -1.306
N 0.246 0.773 2.165
N 1.016 1.782 -0.871
H -0.260 -1.918 1.642
H 0.639 1.697 1.999
H 0.680 2.348 -1.650
H -1.450 -2.041 -0.607
H -0.150 -0.605 -2.369
*
```

3.
Entry from the OMol25 dataset: a structure of composition C35H31BrIIrN5OS in a non-equilibrium geometry (ωB97M-V/def2-TZVPD).

Output
- ΔE to the lowest compared entry with this formula, charge and spin (kcal per mole) = 93.5
- highest occupied orbital energy (alpha / beta) (eV) = -8.79 / -8.79
- molecular weight (g/mol) = 968.8

Structure (ORCA input):
```
! wB97M-V def2-TZVPD RIJCOSX def2/J DEFGRID3
* xyz 1 1
Ir -0.364 -0.281 0.188
C -1.133 3.649 2.011
C -0.741 3.407 3.312
C -0.249 2.150 3.648
C -0.173 1.185 2.668
N -0.609 1.409 1.397
C -1.064 2.618 1.080
C 0.434 -0.162 2.922
C 1.157 -0.548 4.035
C 1.723 -1.821 4.043
C 1.622 -2.660 2.938
C 0.907 -2.206 1.845
N 0.290 -1.017 1.904
C 0.814 -2.869 0.499
C 1.237 -4.154 0.254
C 1.191 -4.633 -1.055
C 0.735 -3.804 -2.061
C 0.278 -2.530 -1.742
N 0.297 -2.083 -0.488
H -1.502 4.614 1.698
H -0.811 4.180 4.065
H 0.074 1.931 4.654
H -1.387 2.750 0.063
H 1.304 0.126 4.866
H 2.280 -2.149 4.910
H 2.124 -3.615 2.920
H 1.596 -4.775 1.062
H 1.505 -5.644 -1.271
H 0.711 -4.125 -3.092
H -0.141 -1.854 -2.474
O 2.506 -0.574 0.592
N 3.669 -0.071 0.340
C 4.657 -0.926 -0.042
C 5.921 -0.488 -0.299
C 6.219 0.876 -0.175
C 5.220 1.733 0.188
C 3.908 1.282 0.454
S 2.631 2.291 0.896
H 4.332 -1.953 -0.105
H 6.669 -1.206 -0.600
H 7.214 1.245 -0.374
H 5.395 2.795 0.284
C -3.527 -1.716 2.250
N -3.771 -2.720 1.246
C -5.165 -3.061 1.107
C -2.986 -2.590 0.032
C -3.137 -1.276 -0.720
C -4.376 -1.058 -1.333
C -4.705 0.132 -1.951
C -3.755 1.141 -2.009
C -2.514 0.936 -1.434
C -2.167 -0.253 -0.771
H -3.823 -2.086 3.234
H -4.067 -0.771 2.072
H -2.464 -1.476 2.278
H -5.535 -3.497 2.038
H -5.284 -3.806 0.320
H -5.816 -2.205 0.869
H -3.281 -3.408 -0.631
H -1.952 -2.750 0.305
H -5.105 -1.859 -1.318
H -5.684 0.271 -2.387
H -3.971 2.075 -2.512
H -1.764 1.704 -1.579
Br 2.344 1.314 -5.298
C 1.661 2.812 -4.381
C 1.611 4.012 -5.083
C 1.122 5.157 -4.477
C 0.679 5.115 -3.163
C 0.728 3.922 -2.462
C 1.216 2.769 -3.070
I 1.290 1.065 -1.875
H 1.959 4.039 -6.106
H 1.088 6.082 -5.036
H 0.303 6.007 -2.681
H 0.400 3.887 -1.431
*
```

4.
Entry from the OMol25 dataset: the ion C2H3N4 with charge +1 in a non-equilibrium geometry (ωB97M-V/def2-TZVPD).

Output
- structure (SMILES) = [C@@H]12[C@H]3N4N1[N@@H+]2N34
- ΔE to the lowest compared entry with this formula, charge and spin (kcal per mole) = 126.3
- highest occupied orbital energy (eV) = -16.30
- molecular weight (g/mol) = 83.1

Structure (ORCA input):
```
! wB97M-V def2-TZVPD RIJCOSX def2/J DEFGRID3
* xyz 1 1
C 1.061 -0.403 0.408
C 0.129 0.730 -0.658
N 0.083 -0.024 1.387
N -0.177 -1.128 0.502
N -0.685 0.876 0.522
N -0.914 -0.226 -0.354
H 2.066 -0.752 0.534
H 0.229 1.377 -1.510
H -1.794 -0.450 -0.829
*
```

5.
Entry from the OMol25 dataset: the molecule C3H4O2S2 in a non-equilibrium geometry (ωB97M-V/def2-TZVPD).

Output
- ΔE to the lowest compared entry with this formula, charge and spin (kcal per mole) = 13.6
- highest occupied orbital energy (alpha / beta) (eV) = -5.71 / -9.63
- molecular weight (g/mol) = 136.2

Structure (ORCA input):
```
! wB97M-V def2-TZVPD RIJCOSX def2/J DEFGRID3
* xyz 0 3
C -1.586 -1.232 -0.369
C -2.279 -0.184 -0.005
C 0.907 0.151 -0.115
O -2.747 0.820 0.323
O 0.378 1.280 0.518
S -0.008 -1.413 0.454
S 2.727 -0.055 0.257
H -1.940 -2.110 -0.929
H 0.832 0.373 -1.146
H 3.041 0.944 -0.469
H 0.674 1.427 1.481
*
```

6.
Entry from the OMol25 dataset: a cluster of 2 separate species, C8H10F6O4 in total in a non-equilibrium geometry (ωB97M-V/def2-TZVPD).

Output
- structure (SMILES) = CCOC(=O)C(F)(F)F.CCOC(=O)C(F)(F)F
- ΔE to the lowest compared entry with this formula, charge and spin (kcal per mole) = 1.1
- highest occupied orbital energy (eV) = -11.36
- molecular weight (g/mol) = 284.2

Structure (ORCA input):
```
! wB97M-V def2-TZVPD RIJCOSX def2/J DEFGRID3
* xyz 0 1
C -0.377 -1.918 3.190
C -0.594 -2.818 1.998
O -0.708 -2.009 0.818
C -0.983 -2.653 -0.299
O -1.282 -3.802 -0.411
C -0.813 -1.736 -1.526
F -1.420 -2.243 -2.586
F -1.302 -0.509 -1.309
F 0.493 -1.614 -1.805
H -1.325 -1.691 3.689
H 0.109 -0.973 2.968
H 0.199 -2.447 3.952
H -1.503 -3.398 2.155
H 0.229 -3.524 1.888
C -1.202 3.139 -1.767
C 0.184 2.616 -2.064
O 0.627 1.800 -0.991
C 1.866 1.946 -0.562
O 2.731 2.621 -1.025
C 2.105 1.125 0.713
F 1.325 0.041 0.766
F 3.376 0.734 0.755
F 1.856 1.872 1.792
H -1.148 3.866 -0.954
H -1.928 2.371 -1.514
H -1.564 3.683 -2.641
H 0.853 3.461 -2.223
H 0.195 2.059 -3.004
*
```

no.,energy (Ha)
1,-8580.12881
2,-319.57634
3,-5075.27507
4,-296.42411
5,-1063.39104
6,-1211.02647